Entry 1:
ORCA calculation (ωB97M-V/def2-TZVPD) on a structure of composition C37H40AsLaNOP2 at a distorted geometry.

Element x y z (Å)
C1 -1.749 2.978 -3.716
C2 -1.462 1.761 -3.105
C3 -0.090 1.365 -3.020
C4 0.940 2.301 -3.257
C5 0.628 3.501 -3.907
C6 -0.711 3.819 -4.145
C7 2.273 1.916 -2.668
C8 2.566 0.475 -2.999
C9 1.487 -0.405 -2.769
C10 1.712 -1.806 -2.598
C11 2.964 -2.307 -2.948
C12 3.979 -1.440 -3.389
C13 3.799 -0.055 -3.391
H1 -2.800 3.277 -3.814
H2 1.424 4.183 -4.217
H3 -0.978 4.757 -4.631
H4 3.086 2.598 -2.952
H5 3.144 -3.383 -2.845
H6 4.933 -1.872 -3.682
H7 4.612 0.609 -3.699
N1 0.214 0.093 -2.583
La1 0.573 0.864 0.338
C14 -2.498 0.898 -2.429
H8 -2.454 -0.139 -2.797
H9 -3.507 1.317 -2.546
C15 0.622 -2.626 -1.962
H10 -0.327 -2.497 -2.506
H11 0.904 -3.686 -1.924
P1 -2.199 0.761 -0.613
P2 0.226 -2.095 -0.223
C16 1.387 -3.180 0.681
H12 1.204 -3.123 1.761
H13 1.257 -4.216 0.339
H14 2.412 -2.846 0.490
C17 -1.295 -3.084 -0.025
H15 -1.057 -4.152 -0.144
H16 -1.722 -2.910 0.971
H17 -2.037 -2.782 -0.777
C18 -2.698 2.429 -0.041
H18 -3.706 2.620 -0.438
H19 -2.709 2.452 1.060
H20 -2.007 3.203 -0.404
C19 -3.683 -0.169 -0.127
H21 -3.700 -0.291 0.965
H22 -4.565 0.401 -0.455
H23 -3.675 -1.162 -0.599
H24 2.153 1.956 -1.494
H25 2.233 -0.250 0.235
O1 -0.588 0.280 2.090
As1 -0.334 0.256 3.833
C20 -2.065 0.568 4.624
C21 -3.207 -0.068 4.118
C22 -4.435 0.080 4.781
C23 -4.525 0.893 5.921
C24 -3.384 1.532 6.418
C25 -2.146 1.349 5.791
C26 0.278 -1.543 4.153
C27 -0.611 -2.612 3.990
C28 -0.163 -3.921 4.201
C29 1.163 -4.158 4.576
C30 2.042 -3.086 4.757
C31 1.595 -1.773 4.566
C32 1.111 1.531 3.893
C33 0.918 2.773 4.517
C34 1.906 3.760 4.406
C35 3.038 3.538 3.612
C36 3.199 2.327 2.936
C37 2.254 1.304 3.102
H26 -3.137 -0.692 3.224
H27 -5.317 -0.444 4.409
H28 -5.484 1.018 6.426
H29 -3.447 2.166 7.306
H30 -1.243 1.794 6.208
H31 -1.653 -2.422 3.725
H32 -0.861 -4.752 4.082
H33 1.509 -5.181 4.742
H34 3.074 -3.262 5.060
H35 2.262 -0.930 4.755
H36 -0.004 2.962 5.069
H37 1.778 4.705 4.936
H38 3.797 4.317 3.518
H39 4.051 2.164 2.270
H40 2.425 0.322 2.632

2S+1	1
HOMO level	-8.1	eV
gap between HOMO and LUMO	4.861	eV
relative energy (zero: lowest compared OMol25 entry of this formula, charge and spin)	0.000	eV
F_max	0.069	Eh/bohr
net charge	+1

Here are the Mulliken charges for atoms 1 to 5, given in e:
1 C -0.816
2 C 0.130
3 C 0.631
4 C 0.430
5 C -1.121

Entry 2:
ORCA calculation (ωB97M-V/def2-TZVPD) on a cluster of 8 separate species, C37H40BrF7N2O26 in total at a distorted geometry.

Element x y z (Å)
C1 -4.194 -0.054 5.771
O1 -4.922 -0.122 4.565
C2 -4.113 -0.210 3.406
C3 -4.179 -1.607 2.793
C4 -2.837 -2.031 2.168
C5 -1.866 -2.364 3.292
C6 -0.502 -2.834 2.804
C7 0.355 -1.724 2.288
C8 0.829 -0.733 3.014
Br1 0.582 -0.541 4.882
C9 1.655 0.338 2.378
O2 2.542 0.914 2.941
C10 1.274 0.656 0.959
N1 1.394 1.994 0.499
C11 1.004 2.813 1.320
O3 0.402 3.405 2.129
C12 0.818 -0.324 0.199
N2 0.418 -0.290 -1.156
C13 1.450 0.198 -2.101
C14 -0.878 0.248 -1.383
C15 -1.660 1.027 -0.343
O4 -1.396 0.057 -2.450
C16 0.752 -1.678 0.842
O5 1.013 -2.680 0.236
H1 -4.063 0.962 6.141
H2 -3.212 -0.525 5.708
H3 -4.760 -0.592 6.528
H4 -3.087 0.099 3.606
H5 -4.515 0.524 2.709
H6 -4.977 -1.647 2.060
H7 -4.436 -2.299 3.589
H8 -3.047 -2.898 1.551
H9 -2.508 -1.184 1.566
H10 -1.820 -1.522 3.969
H11 -2.306 -3.182 3.858
H12 -0.683 -3.507 1.968
H13 0.025 -3.435 3.536
H14 2.334 0.515 -1.582
H15 1.711 -0.524 -2.861
H16 1.071 1.084 -2.601
H17 -1.968 1.967 -0.780
H18 -2.549 0.446 -0.124
H19 -1.158 1.195 0.600
O6 -5.807 3.541 1.897
C17 -5.812 3.711 3.067
O7 -6.533 4.665 3.709
C18 -6.378 4.459 5.118
C19 -5.077 3.698 5.180
F1 -5.051 2.823 6.214
O8 -5.083 2.981 3.959
H20 -7.211 3.865 5.494
H21 -6.344 5.407 5.649
H22 -4.188 4.330 5.224
O9 -3.164 2.866 8.184
C20 -2.468 3.765 7.870
O10 -1.144 3.661 7.586
C21 -0.694 4.932 7.107
C22 -1.721 5.871 7.694
F2 -1.950 6.937 6.888
O11 -2.884 5.063 7.738
H23 -0.717 4.940 6.016
H24 0.318 5.140 7.445
H25 -1.489 6.225 8.700
O12 0.141 7.586 -3.678
C23 0.376 6.640 -3.014
O13 -0.212 6.367 -1.817
C24 0.228 5.075 -1.397
C25 1.531 4.932 -2.147
F3 1.803 3.646 -2.465
O14 1.289 5.672 -3.327
H26 -0.508 4.324 -1.690
H27 0.362 5.044 -0.318
H28 2.396 5.352 -1.628
O15 4.216 0.260 -2.884
C26 4.806 1.196 -3.306
O16 6.079 1.175 -3.768
C27 6.366 2.473 -4.304
C28 5.367 3.340 -3.573
F4 4.952 4.383 -4.329
O17 4.283 2.448 -3.374
H29 6.191 2.473 -5.380
H30 7.398 2.753 -4.109
H31 5.712 3.713 -2.607
O18 3.348 -4.493 -4.932
C29 3.526 -4.444 -3.761
O19 2.844 -3.644 -2.920
C30 3.248 -3.965 -1.582
C31 4.604 -4.586 -1.810
F5 4.879 -5.551 -0.899
O20 4.453 -5.185 -3.091
H32 2.541 -4.670 -1.146
H33 3.282 -3.073 -0.965
H34 5.432 -3.876 -1.840
O21 0.994 0.403 -8.349
C32 1.012 -0.696 -7.913
O22 1.377 -1.021 -6.649
C33 1.136 -2.423 -6.468
C34 1.166 -2.930 -7.886
F6 0.328 -3.982 -8.069
O23 0.681 -1.818 -8.620
H35 0.159 -2.566 -6.003
H36 1.898 -2.875 -5.841
H37 2.159 -3.198 -8.250
O24 0.073 -10.591 -3.720
C35 0.637 -9.595 -4.010
O25 1.907 -9.534 -4.488
C36 2.176 -8.174 -4.849
C37 1.179 -7.424 -3.999
F7 0.754 -6.295 -4.615
O26 0.105 -8.339 -3.902
H38 1.985 -8.033 -5.913
H39 3.207 -7.909 -4.632
H40 1.539 -7.179 -2.997

2S+1	1
HOMO level	-9.5	eV
gap between HOMO and LUMO	7.810	eV
F_max	0.043	Eh/bohr

Here are the Mulliken charges for atoms 1 to 5, given in e:
1 C -0.360
2 O -0.436
3 C -0.381
4 C -0.884
5 C -0.019

Entry 3:
ORCA calculation (ωB97M-V/def2-TZVPD) on a structure of composition C37H40BrGe2N2ORuS.

Element x y z (Å)
Ru1 -1.015 -0.256 -0.302
C1 1.514 0.838 5.287
C2 2.227 1.186 3.988
N1 1.941 0.225 2.898
C3 2.979 -0.777 2.609
C4 2.942 -1.966 3.557
C5 0.775 0.266 2.283
S1 0.394 -1.089 1.201
N2 -0.058 1.251 2.608
C6 -1.205 1.538 2.039
O1 -1.688 1.041 0.952
C7 -2.052 2.565 2.665
C8 -3.274 2.922 2.089
C9 -4.063 3.886 2.689
C10 -3.639 4.497 3.863
C11 -2.424 4.148 4.438
C12 -1.629 3.186 3.843
H1 1.775 1.580 6.041
H2 1.813 -0.139 5.661
H3 0.433 0.847 5.157
H4 3.306 1.173 4.126
H5 1.941 2.179 3.647
H6 3.933 -0.256 2.676
H7 2.867 -1.103 1.578
H8 3.135 -1.671 4.587
H9 3.713 -2.678 3.264
H10 1.975 -2.470 3.514
H11 -3.599 2.440 1.178
H12 -5.010 4.161 2.247
H13 -4.258 5.250 4.332
H14 -2.099 4.628 5.351
H15 -0.681 2.909 4.282
Br1 -2.671 0.706 -1.996
C13 -3.551 -0.950 -2.289
C14 -4.523 -1.033 -3.240
C15 -5.134 -2.282 -3.468
C16 -4.740 -3.369 -2.742
C17 -3.734 -3.269 -1.749
C18 -3.338 -4.404 -1.005
C19 -2.383 -4.302 -0.032
C20 -1.791 -3.061 0.247
C21 -2.086 -1.920 -0.484
C22 -3.109 -2.021 -1.495
H16 -4.819 -0.163 -3.810
H17 -5.908 -2.367 -4.217
H18 -5.198 -4.335 -2.914
H19 -3.818 -5.354 -1.207
H20 -2.093 -5.169 0.546
H21 -1.093 -3.021 1.071
C23 -0.823 -0.614 -4.846
Ge1 0.626 -1.395 -3.809
C24 0.204 -3.189 -3.189
C25 2.342 -1.291 -4.727
Ge2 1.191 0.024 -1.835
C26 2.906 -0.393 -1.065
C27 3.286 -1.734 -0.937
C28 4.550 -2.065 -0.479
C29 5.454 -1.057 -0.158
C30 5.095 0.276 -0.300
C31 3.826 0.610 -0.755
C32 0.675 1.860 -1.485
C33 1.007 2.408 -0.237
C34 0.574 3.679 0.114
C35 -0.180 4.421 -0.782
C36 -0.492 3.904 -2.036
C37 -0.078 2.631 -2.383
H22 -0.788 -1.081 -5.833
H23 -0.705 0.460 -4.983
H24 -1.797 -0.824 -4.407
H25 0.062 -3.814 -4.072
H26 -0.718 -3.199 -2.607
H27 1.009 -3.620 -2.596
H28 2.283 -1.911 -5.623
H29 3.151 -1.661 -4.099
H30 2.566 -0.270 -5.032
H31 2.588 -2.527 -1.186
H32 4.837 -3.104 -0.382
H33 6.447 -1.313 0.188
H34 5.809 1.056 -0.071
H35 3.564 1.654 -0.880
H36 1.626 1.845 0.453
H37 0.826 4.090 1.083
H38 -0.518 5.413 -0.510
H39 -1.056 4.500 -2.742
H40 -0.329 2.238 -3.361

2S+1	2
<S²>	0.763
HOMO level (spin up / spin down)	-13.6 / -13.5	eV
gap between HOMO and LUMO (spin up / spin down)	6.042 / 5.943	eV
relative energy (zero: lowest compared OMol25 entry of this formula, charge and spin)	0.000	eV
F_max	0.005	Eh/bohr
net charge	+2

Here are the Mulliken charges for atoms 1 to 5, given in e:
1 Ru 0.507
2 C -1.103
3 C -0.643
4 N 0.425
5 C -0.036

Entry 4:
ORCA calculation (ωB97M-V/def2-TZVPD) on a structure of composition C37H40F3MgN7PS4.

Element x y z (Å)
Mg1 -0.651 0.892 -1.389
F1 -0.166 3.981 -5.863
C1 0.750 4.421 -4.977
F2 1.723 5.030 -5.712
F3 0.174 5.397 -4.246
C2 1.335 3.327 -4.138
C3 2.663 2.994 -4.300
C4 3.212 1.982 -3.525
C5 2.404 1.371 -2.590
N1 1.119 1.680 -2.404
C6 0.535 2.621 -3.196
S1 -1.146 2.804 -3.044
H1 3.265 3.521 -5.028
H2 4.245 1.683 -3.627
H3 2.814 0.596 -1.960
C7 -0.844 4.479 -0.320
N2 -0.931 3.200 0.387
C8 -0.098 3.317 1.582
C9 -2.315 2.923 0.779
C10 -3.169 2.382 -0.360
N3 -2.893 0.987 -0.772
C11 -3.708 0.700 -1.961
C12 -3.280 0.053 0.294
H4 -1.146 5.312 0.337
H5 -1.471 4.482 -1.204
H6 0.185 4.647 -0.638
H7 -0.438 4.146 2.224
H8 0.935 3.511 1.293
H9 -0.122 2.395 2.152
H10 -2.788 3.847 1.147
H11 -2.309 2.211 1.605
H12 -3.024 3.024 -1.229
H13 -4.228 2.457 -0.070
H14 -4.778 0.828 -1.741
H15 -3.534 -0.323 -2.289
H16 -3.431 1.366 -2.776
H17 -4.271 0.307 0.696
H18 -2.547 0.049 1.098
H19 -3.321 -0.959 -0.097
S2 0.065 -0.403 1.081
C13 -1.240 -2.476 -0.893
N4 -1.748 -3.191 -0.004
N5 -0.977 -3.861 0.931
C14 -1.445 -5.022 1.474
C15 -2.495 -5.739 0.875
C16 -2.909 -6.944 1.417
C17 -2.310 -7.466 2.557
C18 -1.289 -6.745 3.165
C19 -0.861 -5.540 2.640
N6 -1.043 -1.992 -1.980
N7 -0.889 -0.756 -2.586
C20 -1.200 -0.885 -3.935
C21 -2.069 -1.888 -4.410
C22 -2.373 -2.000 -5.757
C23 -1.837 -1.116 -6.684
C24 -0.982 -0.119 -6.229
C25 -0.662 -0.007 -4.888
H20 -0.215 -3.343 1.346
H21 -2.961 -5.329 -0.009
H22 -3.714 -7.488 0.936
H23 -2.637 -8.412 2.970
H24 -0.830 -7.122 4.072
H25 -0.076 -4.971 3.122
H26 -2.502 -2.582 -3.702
H27 -3.044 -2.787 -6.084
H28 -2.063 -1.214 -7.739
H29 -0.539 0.576 -6.934
H30 0.037 0.750 -4.572
S3 4.872 1.382 1.336
P1 3.318 0.511 2.120
S4 1.919 0.259 0.572
C26 3.702 -1.092 2.909
C27 5.019 -1.336 3.282
C28 5.350 -2.515 3.933
C29 4.368 -3.455 4.205
C30 3.058 -3.223 3.812
C31 2.719 -2.046 3.160
C32 2.561 1.469 3.480
C33 3.129 2.676 3.870
C34 2.575 3.395 4.920
C35 1.448 2.916 5.573
C36 0.860 1.728 5.162
C37 1.414 1.001 4.120
H31 5.776 -0.598 3.047
H32 6.376 -2.699 4.226
H33 4.627 -4.377 4.712
H34 2.298 -3.966 4.011
H35 1.704 -1.884 2.818
H36 4.004 3.037 3.343
H37 3.023 4.332 5.226
H38 1.027 3.471 6.404
H39 -0.036 1.366 5.652
H40 0.946 0.082 3.789

2S+1	1
HOMO level	-4.3	eV
gap between HOMO and LUMO	6.643	eV
relative energy (zero: lowest compared OMol25 entry of this formula, charge and spin)	1.415	eV
F_max	0.019	Eh/bohr
net charge	-1

Here are the Mulliken charges for atoms 1 to 5, given in e:
1 Mg 1.691
2 F -0.217
3 C 0.564
4 F -0.333
5 F -0.237

Entry 5:
ORCA calculation (ωB97M-V/def2-TZVPD) on a structure of composition C37H40N5O5PS2SeTi.

Element x y z (Å)
Ti1 -0.324 -1.044 -0.005
O1 -2.221 -1.950 0.537
C1 -1.474 -2.635 -0.166
C2 -1.628 -3.900 -0.878
C3 -2.755 -4.706 -0.985
C4 -2.690 -5.829 -1.793
C5 -1.519 -6.130 -2.486
C6 -0.393 -5.325 -2.373
C7 -0.446 -4.205 -1.557
P1 0.902 -3.011 -1.171
C8 1.853 -3.012 -2.736
C9 1.155 -2.670 -3.897
C10 1.815 -2.547 -5.109
C11 3.186 -2.755 -5.179
C12 3.887 -3.099 -4.034
C13 3.225 -3.230 -2.819
C14 1.932 -3.982 -0.003
C15 3.094 -3.400 0.508
C16 3.856 -4.055 1.461
C17 3.461 -5.298 1.937
C18 2.302 -5.879 1.449
C19 1.543 -5.227 0.486
H1 -3.662 -4.445 -0.453
H2 -3.554 -6.472 -1.898
H3 -1.487 -7.006 -3.121
H4 0.514 -5.568 -2.914
H5 0.085 -2.502 -3.853
H6 1.256 -2.288 -6.000
H7 3.704 -2.657 -6.125
H8 4.954 -3.274 -4.082
H9 3.786 -3.509 -1.938
H10 3.410 -2.424 0.160
H11 4.755 -3.586 1.841
H12 4.051 -5.806 2.689
H13 1.980 -6.845 1.818
H14 0.638 -5.698 0.125
S1 -1.023 -0.523 -2.308
C20 -1.525 0.534 -1.063
N1 -2.898 0.683 -0.684
C21 -2.969 1.813 0.234
C22 -1.913 2.751 -0.346
N2 -0.931 1.837 -0.934
H15 -3.296 -0.169 -0.321
H16 -2.710 1.540 1.262
H17 -3.963 2.263 0.221
H18 -1.462 3.381 0.423
H19 -2.361 3.398 -1.108
H20 -0.575 2.162 -1.823
C23 -4.296 5.792 0.399
C24 -3.321 5.302 1.434
C25 -2.013 5.785 1.455
C26 -1.100 5.333 2.391
C27 -1.499 4.390 3.329
C28 -2.800 3.912 3.342
C29 -3.700 4.364 2.388
S2 -0.356 3.852 4.563
O2 0.789 4.719 4.531
O3 -1.114 3.664 5.767
N3 0.183 2.402 4.007
C30 -0.602 1.201 4.327
C31 0.126 -0.055 3.878
C32 -0.078 -0.402 2.424
O4 -0.648 0.401 1.645
O5 0.349 -1.514 1.993
H21 -4.429 6.872 0.471
H22 -5.270 5.321 0.519
H23 -3.935 5.572 -0.607
H24 -1.710 6.531 0.729
H25 -0.090 5.720 2.426
H26 -3.112 3.213 4.107
H27 -4.715 3.987 2.392
H28 1.172 2.328 4.224
H29 -1.543 1.277 3.781
H30 -0.826 1.157 5.394
H31 -0.191 -0.915 4.470
H32 1.206 0.029 4.034
C33 1.613 2.993 1.056
N4 1.805 2.819 -0.376
C34 1.603 3.773 -1.346
C35 1.737 3.155 -2.542
N5 2.004 1.828 -2.282
C36 2.233 0.795 -3.282
C37 2.028 1.628 -0.951
Se1 2.316 0.023 -0.066
H33 1.708 4.049 1.294
H34 2.374 2.424 1.584
H35 0.633 2.611 1.343
H36 1.389 4.798 -1.102
H37 1.675 3.539 -3.544
H38 1.836 1.147 -4.232
H39 1.707 -0.106 -2.983
H40 3.298 0.587 -3.374

2S+1	1
HOMO level (spin up / spin down)	-6.0 / -6.0	eV
gap between HOMO and LUMO (spin up / spin down)	6.044 / 6.044	eV
relative energy (zero: lowest compared OMol25 entry of this formula, charge and spin)	0.558	eV
F_max	0.018	Eh/bohr

Here are the Mulliken charges for atoms 1 to 5, given in e:
1 Ti 0.099
2 O -0.760
3 C 0.610
4 C 0.221
5 C -0.469